(1)
Entry from the Open Molecules 2025 dataset: a molecular structure, C37H28Cl4N3O2RuSi (ωB97M-V with the def2-TZVPD basis set).

ORCA input file:
```
! wB97M-V def2-TZVPD RIJCOSX def2/J DEFGRID3
* xyz -2 2
Ru -0.273 0.070 -0.398
C 5.023 -2.769 2.225
C 5.556 -1.709 1.506
C 4.740 -0.755 0.949
C 3.335 -0.856 1.062
C 2.811 -1.909 1.832
C 3.644 -2.845 2.395
N 2.505 0.005 0.442
N 2.986 1.059 -0.113
C 2.215 1.930 -0.770
C 2.847 3.108 -1.224
C 2.133 4.109 -1.835
C 0.759 3.978 -1.974
C 0.135 2.810 -1.545
C 0.816 1.737 -0.989
H 5.671 -3.523 2.652
H 6.630 -1.637 1.380
H 5.144 0.074 0.386
H 1.743 -1.952 1.968
H 3.229 -3.658 2.979
H 3.912 3.198 -1.062
H 2.637 5.008 -2.175
H 0.176 4.771 -2.424
H -0.942 2.740 -1.662
Cl 0.188 1.977 6.312
C -0.284 1.935 4.652
C -1.095 2.934 4.132
Cl -1.602 4.234 5.150
C -1.503 2.883 2.805
Cl -2.526 4.133 2.178
C -1.101 1.858 1.930
O -1.471 1.746 0.726
C -0.186 0.852 2.469
O 0.248 -0.041 1.676
C 0.150 0.904 3.829
Cl 1.171 -0.341 4.468
C -3.494 -2.314 1.415
C -4.419 -2.436 0.343
C -4.100 -1.880 -0.863
C -2.881 -1.196 -1.054
N -1.986 -1.106 0.011
C -2.317 -1.647 1.176
C -2.452 -0.580 -2.258
C -3.166 -0.667 -3.477
C -2.670 -0.116 -4.633
C -1.446 0.541 -4.625
C -0.727 0.634 -3.432
C -1.194 0.110 -2.239
H -3.704 -2.737 2.387
H -5.362 -2.945 0.496
H -4.791 -1.957 -1.691
H -1.586 -1.554 1.973
H -4.106 -1.203 -3.515
H -3.231 -0.209 -5.559
H -1.038 0.958 -5.539
H 0.234 1.133 -3.464
C 0.219 -2.586 -3.068
Si 0.781 -1.861 -1.345
C 0.482 -3.470 -0.291
C 2.668 -1.852 -1.780
C 3.545 -2.868 -1.419
C 4.875 -2.843 -1.798
C 5.364 -1.791 -2.552
C 4.507 -0.766 -2.916
C 3.178 -0.804 -2.540
H 0.813 -3.464 -3.316
H 0.356 -1.856 -3.857
H -0.828 -2.874 -3.066
H 0.754 -4.357 -0.855
H -0.566 -3.561 -0.026
H 1.056 -3.466 0.625
H 3.186 -3.694 -0.821
H 5.538 -3.646 -1.499
H 6.405 -1.774 -2.857
H 4.882 0.069 -3.496
H 2.518 0.004 -2.824
*
```

The LUMO energy (spin up / spin down) comes out at 4.4679 / 4.4592 eV. As for the HOMO energy (spin up / spin down): -0.95 / -0.91 eV. The HOMO-LUMO gap (spin up / spin down) comes out at 5.4 / 5.4 eV.

Results of the Löwdin charge analysis, in e, for atoms 1 through 8: 1.107 -0.112 -0.117 -0.026 -0.276 -0.058 -0.097 0.042

***

(2)
Entry from the Open Molecules 2025 dataset: a molecular structure, C37H28N10PdS (ωB97M-V with the def2-TZVPD basis set).

ORCA input file:
```
! wB97M-V def2-TZVPD RIJCOSX def2/J DEFGRID3
* xyz 0 1
Pd 0.103 -0.441 0.356
C 4.031 -3.896 -3.599
C 4.952 -2.872 -3.337
C 4.641 -1.821 -2.492
C 3.376 -1.820 -1.915
C 2.711 -0.880 -1.022
N 3.249 0.237 -0.598
C 2.643 1.109 0.193
C 3.231 2.365 0.613
C 4.463 2.960 0.351
C 4.705 4.200 0.905
C 3.746 4.842 1.706
C 2.524 4.255 1.969
C 2.277 3.003 1.410
C 1.125 2.125 1.458
N 0.005 2.418 2.109
C -1.067 1.672 2.103
N -1.267 0.488 1.438
C -2.531 0.058 1.631
N -3.119 -1.010 1.116
C -2.509 -1.853 0.315
N -1.209 -1.849 -0.076
C -0.982 -2.896 -0.921
N 0.132 -3.222 -1.524
C 1.245 -2.503 -1.447
N 1.448 -1.355 -0.770
C 2.462 -2.839 -2.175
C 2.773 -3.894 -3.023
C -2.228 -3.645 -1.079
C -2.543 -4.771 -1.822
C -3.852 -5.222 -1.764
C -4.814 -4.565 -0.990
C -4.494 -3.438 -0.250
C -3.184 -2.992 -0.308
C -3.219 1.004 2.507
C -4.512 1.028 3.009
C -4.858 2.095 3.821
C -3.939 3.108 4.119
C -2.650 3.084 3.612
C -2.305 2.012 2.802
N 1.393 1.015 0.727
H 4.314 -4.698 -4.268
H 5.927 -2.909 -3.807
H 5.345 -1.027 -2.287
H 5.197 2.460 -0.266
H 5.651 4.693 0.722
H 3.973 5.814 2.123
H 1.779 4.741 2.585
H 2.052 -4.675 -3.223
H -1.793 -5.267 -2.422
H -4.141 -6.099 -2.329
H -5.827 -4.945 -0.976
H -5.232 -2.919 0.347
H -5.215 0.241 2.771
H -5.856 2.152 4.234
H -4.248 3.926 4.757
H -1.935 3.864 3.836
C 0.428 -0.181 -5.795
C 0.838 -0.582 -4.388
N 0.590 0.473 -3.412
C -0.593 0.672 -2.804
S -1.954 -0.249 -3.098
N -0.619 1.667 -1.861
C 0.178 2.886 -1.950
C -0.214 3.782 -3.113
H 0.653 -0.985 -6.496
H 0.963 0.713 -6.118
H -0.642 0.020 -5.832
H 1.905 -0.807 -4.343
H 0.295 -1.474 -4.071
H 1.393 0.951 -3.035
H -1.568 1.812 -1.550
H 1.240 2.628 -2.002
H 0.061 3.403 -0.996
H -0.073 3.272 -4.066
H 0.396 4.687 -3.115
H -1.261 4.077 -3.040
*
```

The LUMO energy (spin up / spin down) comes out at -1.4611 / -1.4599 eV. As for the energy relative to the best compared isomer or geometry (same formula, charge and spin): 0.0 kJ/mol. As for the HOMO energy (spin up / spin down): -6.51 / -6.51 eV. The HOMO-LUMO gap (spin up / spin down) comes out at 5.0 / 5.0 eV.

Results of the Löwdin charge analysis, in e, for atoms 1 through 8: 1.076 -0.076 -0.076 -0.013 -0.119 -0.284 0.209 -0.288

***

(3)
Entry from the Open Molecules 2025 dataset: a molecular structure, C37H29BrGeN5SW (ωB97M-V with the def2-TZVPD basis set).

ORCA input file:
```
! wB97M-V def2-TZVPD RIJCOSX def2/J DEFGRID3
* xyz 2 2
W 0.744 -0.912 0.307
Br -0.980 0.430 1.814
C -2.531 -0.169 0.877
C -3.717 0.454 1.095
C -4.863 -0.069 0.451
C -4.758 -1.195 -0.310
C -3.509 -1.847 -0.497
C -3.418 -3.066 -1.207
C -2.224 -3.724 -1.323
C -1.054 -3.148 -0.802
C -1.049 -1.924 -0.150
C -2.331 -1.302 0.068
H -3.793 1.314 1.746
H -5.818 0.418 0.590
H -5.637 -1.621 -0.776
H -4.321 -3.487 -1.634
H -2.174 -4.677 -1.831
H -0.127 -3.691 -0.924
N 1.120 1.063 -0.508
C 0.478 2.057 -0.830
N -0.168 2.966 -1.244
C -0.598 4.200 -1.002
N -0.960 5.274 -0.813
N 0.033 -2.292 3.739
C 1.229 -2.631 3.289
S 1.567 -2.853 1.582
N 2.226 -2.849 4.132
C 2.152 -2.829 5.571
C 1.194 -3.581 6.236
C 1.160 -3.554 7.623
C 2.087 -2.804 8.331
C 3.060 -2.081 7.653
C 3.095 -2.088 6.267
H -0.737 -2.258 3.091
H -0.152 -2.207 4.729
H 3.134 -2.974 3.705
H 0.513 -4.224 5.690
H 0.421 -4.143 8.149
H 2.063 -2.795 9.412
H 3.797 -1.514 8.205
H 3.853 -1.529 5.730
C 2.619 -3.655 -2.011
C 1.677 -2.746 -2.384
C 1.712 -1.415 -1.873
C 2.748 -1.064 -0.968
C 3.745 -2.037 -0.628
C 3.675 -3.297 -1.130
Ge 3.104 0.822 -0.658
C 3.712 1.962 -2.017
C 3.911 3.316 -1.726
C 4.315 4.179 -2.735
C 4.525 3.692 -4.019
C 4.331 2.348 -4.309
C 3.920 1.477 -3.310
C 3.615 1.129 1.150
C 2.850 0.545 2.158
C 3.109 0.776 3.497
C 4.180 1.598 3.839
C 4.971 2.169 2.853
C 4.689 1.942 1.510
H 2.590 -4.655 -2.427
H 0.920 -3.010 -3.111
H 1.152 -0.650 -2.398
H 4.561 -1.761 0.029
H 4.431 -4.027 -0.872
H 3.750 3.705 -0.727
H 4.469 5.228 -2.520
H 4.844 4.368 -4.802
H 4.500 1.979 -5.312
H 3.773 0.428 -3.541
H 2.002 -0.121 1.927
H 2.491 0.332 4.268
H 4.394 1.793 4.883
H 5.804 2.801 3.129
H 5.312 2.400 0.751
*
```

The LUMO energy (spin up / spin down) comes out at -6.7067 / -6.4878 eV. As for the energy relative to the best compared isomer or geometry (same formula, charge and spin): 39.2 kJ/mol. As for the HOMO energy (spin up / spin down): -13.17 / -12.88 eV. The HOMO-LUMO gap (spin up / spin down) comes out at 6.5 / 6.4 eV.

Results of the Löwdin charge analysis, in e, for atoms 1 through 8: 1.005 0.938 -0.549 -0.086 -0.039 0.002 -0.150 0.015

***

(4)
Entry from the Open Molecules 2025 dataset: a molecular structure, C37H29ClMgN9 (ωB97M-V with the def2-TZVPD basis set).

ORCA input file:
```
! wB97M-V def2-TZVPD RIJCOSX def2/J DEFGRID3
* xyz 1 1
Mg 0.571 0.382 0.198
C 2.431 2.692 -0.496
N 2.233 1.325 -1.028
C 3.436 0.472 -0.951
C 3.457 -0.176 0.393
N 2.440 -0.036 1.204
C 2.845 -0.619 2.393
C 2.221 -0.614 3.636
C 2.871 -1.199 4.696
C 4.110 -1.846 4.509
C 4.738 -1.869 3.291
C 4.103 -1.208 2.221
N 4.469 -0.885 0.931
C 1.121 3.218 -0.092
N 0.154 2.418 0.270
C -0.962 3.227 0.521
C -2.252 2.851 0.866
C -3.178 3.865 0.955
C -2.832 5.184 0.681
C -1.554 5.576 0.351
C -0.600 4.548 0.282
N 0.738 4.517 -0.086
H 2.963 3.339 -1.195
H 3.049 2.608 0.399
H 1.907 1.392 -1.999
H 4.351 1.067 -1.102
H 3.370 -0.251 -1.772
H 1.239 -0.144 3.759
H 2.418 -1.115 5.690
H 4.612 -2.360 5.343
H 5.683 -2.346 3.110
H 5.347 -1.118 0.451
H -2.479 1.791 1.031
H -4.203 3.603 1.201
H -3.648 5.915 0.728
H -1.273 6.592 0.113
H 1.311 5.289 -0.400
N -4.439 -8.526 -0.240
C -3.829 -7.559 -0.177
C -3.119 -6.306 -0.074
C -3.755 -5.147 -0.518
C -3.126 -3.916 -0.412
C -1.819 -3.840 0.073
C -1.195 -4.995 0.496
C -1.818 -6.239 0.403
C -1.125 -2.528 0.107
C -1.185 -1.836 1.294
C -1.787 -2.339 2.466
C -1.738 -1.327 3.386
C -1.103 -0.243 2.752
N -0.755 -0.532 1.510
C -0.584 -2.162 -1.104
C -0.658 -2.947 -2.280
C -0.007 -2.231 -3.267
C 0.459 -1.058 -2.648
N 0.139 -1.010 -1.346
H -4.741 -5.220 -0.941
H -3.652 -3.039 -0.760
H -0.171 -4.931 0.859
H -1.283 -7.132 0.701
H -2.188 -3.327 2.560
H -2.168 -1.329 4.381
H -0.896 0.714 3.195
H -1.146 -3.908 -2.373
H 0.108 -2.466 -4.318
H 1.004 -0.226 -3.098
Cl 0.154 5.902 -5.284
C -0.333 4.540 -4.324
C -1.680 4.267 -4.066
C -1.967 3.145 -3.312
C -0.918 2.331 -2.877
N 0.362 2.610 -3.080
C 0.647 3.692 -3.815
H -2.450 4.945 -4.440
H -2.987 2.825 -3.110
H -1.151 1.399 -2.351
H 1.692 3.864 -4.071
*
```

The LUMO energy comes out at -2.9621 eV. As for the HOMO energy: -9.97 eV. The HOMO-LUMO gap comes out at 7.0 eV.

Results of the Löwdin charge analysis, in e, for atoms 1 through 8: 0.651 -0.104 -0.097 -0.095 -0.299 0.121 -0.202 -0.006

***

(5)
Entry from the Open Molecules 2025 dataset: 3 unconnected molecules or ions with the total composition C37H29ClO9 (ωB97M-V with the def2-TZVPD basis set).

ORCA input file:
```
! wB97M-V def2-TZVPD RIJCOSX def2/J DEFGRID3
* xyz 0 1
C 1.442 -4.977 2.791
C 0.728 -6.097 2.010
C -0.479 -6.729 2.711
Cl -0.703 -8.382 2.012
C -1.798 -5.959 2.615
C -1.683 -4.513 3.166
C -1.890 -3.370 2.187
O -0.786 -3.209 1.288
C -0.973 -3.553 0.002
O -2.023 -3.599 -0.554
C -2.978 -6.673 3.269
O -4.068 -6.084 2.535
C -3.618 -6.021 1.248
O -4.293 -6.014 0.279
O -2.256 -5.933 1.250
H 1.158 -3.985 2.436
H 2.520 -5.066 2.653
H 1.237 -5.029 3.863
H 0.402 -5.757 1.023
H 1.445 -6.900 1.844
H -0.264 -6.906 3.769
H -2.464 -4.367 3.919
H -0.733 -4.386 3.686
H -1.958 -2.448 2.767
H -2.817 -3.468 1.622
H -0.012 -3.756 -0.488
H -3.096 -6.528 4.340
H -2.965 -7.740 3.041
O -0.326 0.336 -7.236
C -0.439 0.438 -6.033
C -1.172 -0.584 -5.233
C -1.712 -1.687 -5.881
C -2.375 -2.661 -5.153
C -2.506 -2.539 -3.774
C -1.981 -1.433 -3.125
C -1.312 -0.454 -3.849
C -0.759 0.723 -3.127
O -0.912 0.857 -1.929
C -0.003 1.734 -3.920
C 0.556 2.824 -3.265
C 1.279 3.764 -3.980
C 1.446 3.619 -5.353
C 0.886 2.538 -6.012
C 0.159 1.592 -5.300
H -1.600 -1.771 -6.954
H -2.791 -3.523 -5.660
H -3.012 -3.304 -3.200
H -2.082 -1.329 -2.054
H 0.425 2.930 -2.198
H 1.714 4.612 -3.466
H 2.015 4.353 -5.909
H 1.005 2.412 -7.079
O 3.384 3.365 1.599
C 2.727 4.366 1.790
C 3.304 5.542 2.504
C 4.625 5.487 2.932
C 5.188 6.574 3.579
C 4.435 7.722 3.800
C 3.116 7.779 3.383
C 2.545 6.690 2.736
C 1.118 6.772 2.308
O 0.448 7.753 2.548
C 0.549 5.606 1.574
C -0.768 5.667 1.133
C -1.312 4.603 0.434
C -0.547 3.472 0.169
C 0.763 3.404 0.614
C 1.317 4.468 1.317
H 5.198 4.588 2.750
H 6.218 6.529 3.910
H 4.880 8.572 4.301
H 2.515 8.662 3.553
H -1.349 6.554 1.344
H -2.337 4.654 0.088
H -0.969 2.640 -0.381
H 1.371 2.530 0.419
*
```

The LUMO energy comes out at -0.9457 eV. Its SMILES is CC[C@H](Cl)[C@]1(CCOC=O)COC(=O)O1.O=C1c2ccccc2C(=O)c2ccccc21.O=C1c2ccccc2C(=O)c2ccccc21. As for the HOMO energy: -9.70 eV. The HOMO-LUMO gap comes out at 8.8 eV.

Results of the Löwdin charge analysis, in e, for atoms 1 through 8: -0.089 -0.249 -0.565 0.680 -0.429 -0.053 -0.130 -0.029

***

(6)
Entry from the Open Molecules 2025 dataset: a molecular structure, C37H29CsF4N8O2S (ωB97M-V with the def2-TZVPD basis set).

ORCA input file:
```
! wB97M-V def2-TZVPD RIJCOSX def2/J DEFGRID3
* xyz -2 1
Cs -1.452 0.397 0.483
C 2.536 0.620 2.740
N 1.567 -0.367 3.081
C 1.593 -0.616 4.466
C 1.679 -1.475 2.167
C 0.783 -2.631 2.388
N -0.634 -2.297 2.285
C -1.499 -2.770 3.124
C -2.895 -2.712 2.646
F -3.158 -2.406 1.368
C -3.891 -3.217 3.407
F -5.124 -3.353 2.907
C -3.741 -3.697 4.714
C -2.450 -3.721 5.200
F -2.253 -4.119 6.443
C -1.405 -3.290 4.456
F -0.204 -3.281 5.145
H 3.537 0.168 2.812
H 2.450 1.493 3.361
H 2.441 0.870 1.680
H 2.489 -1.114 4.938
H 0.663 -1.151 4.793
H 1.576 0.344 4.980
H 2.709 -1.862 2.145
H 1.495 -1.093 1.137
H 1.057 -3.125 3.348
H 0.982 -3.342 1.656
H -4.528 -4.194 5.231
N 1.201 3.857 3.456
C 0.405 3.198 4.389
C -0.483 2.518 3.657
N -0.298 2.659 2.289
C 0.807 3.450 2.215
C 1.344 3.996 0.992
N 1.303 3.053 -0.151
C 2.586 2.697 -0.476
C 3.434 3.439 0.285
N 2.741 4.340 1.154
H 2.134 4.253 3.618
H 0.533 3.299 5.484
H -1.285 1.847 3.989
H 2.853 1.902 -1.056
H 4.550 3.487 0.165
H 2.909 5.313 0.946
S 1.991 0.888 -3.811
C 2.584 -0.632 -3.323
C 3.537 -1.395 -3.968
C 3.928 -2.592 -3.393
C 3.458 -2.964 -2.173
C 2.503 -2.144 -1.540
C 2.045 -0.959 -2.080
N 1.181 -0.007 -1.528
C 1.037 0.999 -2.353
C 0.102 2.078 -2.089
C -1.039 2.102 -2.858
C -2.109 2.909 -2.505
C -2.047 3.702 -1.381
C -0.880 3.790 -0.645
C 0.248 2.927 -0.997
H 3.909 -1.126 -4.945
H 4.669 -3.226 -3.882
H 3.819 -3.905 -1.710
H 2.129 -2.481 -0.555
H -1.133 1.386 -3.661
H -3.050 2.769 -2.979
H -2.980 4.150 -0.991
H -0.772 4.374 0.236
O -3.969 -0.536 -1.717
C -3.123 -0.970 -2.511
N -1.985 -1.682 -2.288
C -1.235 -1.830 -3.455
O -0.171 -2.393 -3.627
C -2.088 -1.248 -4.574
C -1.833 -1.053 -5.897
C -2.856 -0.502 -6.692
C -4.069 0.006 -6.154
C -4.179 -0.067 -4.768
C -3.202 -0.690 -4.005
H -0.930 -1.321 -6.443
H -2.750 -0.499 -7.794
H -4.815 0.399 -6.787
H -4.985 0.376 -4.211
*
```

The LUMO energy comes out at 3.7585 eV. As for the energy relative to the best compared isomer or geometry (same formula, charge and spin): 108.6 kJ/mol. As for the HOMO energy: -1.00 eV. The HOMO-LUMO gap comes out at 4.8 eV.

Results of the Löwdin charge analysis, in e, for atoms 1 through 8: 0.922 -0.109 -0.255 -0.125 -0.247 -0.252 0.014 -0.227

***

| no. | calculated total energy (eV) | largest force on an atom (eV Å⁻¹) |
| --- | --- | --- |
| 1 | -107939.496 | 4.98 |
| 2 | -68044.646 | 0.41 |
| 3 | -185493.618 | 1.39 |
| 4 | -70217.873 | 1.32 |
| 5 | -69790.984 | 0.65 |
| 6 | -77108.172 | 4.10 |